Formula: C4H31NO15
Source: OMol25
Level of theory: ωB97M-V/def2-TZVPD

Output
- HOMO level (eV) = -10.352
- total energy (Ha) = -1354.28811
- lowest unoccupied orbital energy (eV) = -0.3
- gap between HOMO and LUMO (Eh) = 0.371

Structure (ORCA input):
```
! RIJCOSX wB97M-V def2-TZVPD def2/J DEFGRID3
* xyz 0 1
O -0.076 -2.917 1.048
C -0.347 -1.856 1.596
N -1.720 -1.483 1.497
C -2.143 -0.319 2.170
O -3.265 0.005 2.055
C 0.625 -0.872 2.265
C 0.868 0.262 1.336
O 1.850 1.239 1.869
H -2.347 -2.011 1.066
H -1.328 0.172 2.846
H 1.634 -1.471 2.405
H 0.183 -0.648 3.280
H 1.241 -0.135 0.392
H 0.037 1.015 1.207
H 2.674 1.005 1.370
H -2.564 -3.119 -0.934
H -1.167 -3.001 -0.611
O -1.710 -3.315 -1.359
H -3.246 0.952 -0.765
H -4.547 1.247 -0.384
O -4.107 0.989 -1.149
H -0.923 2.940 3.461
H 0.515 2.358 3.204
O -0.374 2.236 3.669
H 3.823 -0.332 0.557
H 3.472 0.454 -0.958
O 3.544 0.530 0.042
H 0.415 -0.509 -3.555
H -0.075 -1.706 -2.899
O 0.738 -1.308 -3.219
H -0.182 2.698 -4.113
H 1.275 2.561 -3.993
O 0.499 1.935 -4.147
H 1.541 2.886 1.506
H 1.942 4.107 2.217
O 1.142 3.703 1.824
H -1.474 -1.793 -3.948
H -2.201 -2.233 -2.739
O -2.038 -1.452 -3.381
H 4.003 -1.370 -2.413
H 2.393 -1.217 -2.348
O 3.237 -1.338 -1.857
H 2.871 -1.782 0.129
H 4.261 -2.328 0.063
O 3.572 -2.087 0.770
H -1.246 0.137 -1.967
H 0.238 0.520 -1.781
O -0.584 0.252 -1.318
H -0.467 4.417 0.108
H -1.243 3.165 -0.499
O -1.365 4.041 -0.420
*
```



Formula: C4H32BO24
Source: OMol25
Level of theory: ωB97M-V/def2-TZVPD

Output
- HOMO level (eV) = -7.223
- total energy (Ha) = -2002.54697
- lowest unoccupied orbital energy (eV) = 1.6
- gap between HOMO and LUMO (Eh) = 0.325

Structure (ORCA input):
```
! RIJCOSX wB97M-V def2-TZVPD def2/J DEFGRID3
* xyz -1 1
O 2.669 -0.794 2.188
C 2.165 -0.815 1.097
O 0.953 -1.051 0.905
B 0.694 -0.881 -0.534
O 1.915 -0.298 -1.048
C 2.795 -0.392 -0.144
O 3.922 0.147 -0.263
O -0.458 -0.002 -0.786
C -1.147 -0.666 -1.622
O -2.010 -0.110 -2.359
C -0.788 -2.024 -1.729
O 0.298 -2.215 -1.135
O -1.405 -2.877 -2.317
O -0.564 3.202 0.277
H -0.940 2.362 0.606
H -1.140 3.740 -0.303
O 3.670 2.192 2.345
H 3.140 2.923 2.588
H 3.528 2.063 1.403
O 5.311 2.557 -0.082
H 5.284 1.625 -0.075
H 6.199 2.754 0.263
O 3.952 -0.721 4.464
H 3.665 -0.618 3.572
H 4.844 -0.435 4.647
O -1.872 1.036 -4.694
H -2.646 1.569 -4.782
H -1.946 0.517 -3.857
O -0.824 -2.785 2.443
H -1.285 -3.574 2.178
H -0.549 -2.463 1.588
O 2.063 2.749 -0.049
H 2.164 2.040 -0.700
H 1.151 2.991 0.216
O -1.566 2.881 -2.762
H -0.767 2.515 -2.393
H -1.436 2.486 -3.627
O -2.604 -4.164 0.295
H -3.322 -4.648 0.746
H -2.590 -4.501 -0.606
O 1.719 1.948 -2.924
H 1.519 2.487 -3.668
H 2.172 1.214 -3.272
O 0.651 1.199 3.405
H 0.622 0.278 3.511
H 1.494 1.384 3.012
O 0.955 -1.514 4.162
H 1.761 -1.508 3.682
H 0.284 -1.912 3.539
O -2.065 1.025 1.374
H -2.226 0.139 1.093
H -3.012 1.331 1.373
O -4.063 -2.490 -2.700
H -4.625 -3.085 -2.250
H -3.209 -2.858 -2.828
O -4.682 0.182 -1.176
H -4.152 -0.174 -1.855
H -4.239 1.021 -0.929
O -2.913 -1.431 0.391
H -2.982 -2.372 0.308
H -3.551 -1.151 -0.214
*
```



Formula: C4H32O17Zn
Source: OMol25
Level of theory: ωB97M-V/def2-TZVPD

Output
- HOMO level (eV) = -5.333
- total energy (Ha) = -3229.93870
- lowest unoccupied orbital energy (eV) = -3.0
- gap between HOMO and LUMO (Eh) = 0.084

Structure (ORCA input):
```
! RIJCOSX wB97M-V def2-TZVPD def2/J DEFGRID3
* xyz 0 1
Zn -0.128 2.535 -2.564
C 0.999 -1.967 2.997
C 0.213 -2.948 3.862
O -1.049 -2.900 3.818
O 0.874 -3.804 4.487
H 0.654 -2.026 1.965
H 2.082 -2.069 3.052
H 0.848 -0.895 3.201
C -0.270 -0.036 0.489
C 0.011 0.993 -0.574
O 0.052 0.611 -1.779
O -0.066 2.251 -0.401
H 0.019 0.288 1.485
H 0.224 -0.987 0.306
H -1.337 -0.250 0.503
O -3.517 -1.614 -0.429
H -4.366 -1.160 -0.495
H -3.322 -1.646 0.522
O -1.525 -3.782 0.733
H -1.250 -3.026 0.206
H -1.583 -4.507 0.099
O 2.974 1.088 1.810
H 3.573 1.499 1.175
H 2.192 1.666 1.826
O 1.949 2.448 -2.928
H 2.398 1.922 -3.605
H 2.652 2.819 -2.375
O 3.115 -0.993 -0.192
H 4.056 -0.845 -0.326
H 2.806 -0.217 0.320
O -2.211 -1.418 -2.932
H -2.512 -1.191 -2.024
H -2.974 -1.256 -3.496
O 0.630 -1.913 -2.987
H -0.312 -1.663 -2.925
H 1.068 -1.387 -2.312
O -0.521 1.337 -4.353
H -0.953 0.466 -4.285
H 0.012 1.299 -5.158
O 1.035 2.752 3.252
H 1.033 3.114 4.142
H 0.326 2.078 3.269
O 1.861 -3.505 -0.893
H 2.428 -3.982 -0.278
H 1.936 -2.579 -0.616
O -2.222 2.471 -2.348
H -2.807 1.892 -2.858
H -2.752 3.257 -2.140
O -1.417 1.355 3.475
H -1.563 0.897 4.315
H -2.233 1.222 2.984
O -0.545 4.896 0.654
H -0.089 5.429 -0.006
H -0.494 3.977 0.331
*
```